Entry 1:
# C33H37IrN7O4PS

A molecular structure, C33H37IrN7O4PS (wB97M-V/def2-TZVPD, the OMol25 dataset).

Values from the calculation:
- Kohn-Sham gap (alpha / beta): 7.465 / 5.130 eV
- Spin multiplicity: 5
- Net charge: +2
- ⟨S²⟩: 6.075

The geometry in XYZ format:
```
84
Properties=species:S:1:pos:R:3:mulliken_charge:R:1
Ir -0.76 -0.03 0.20 2.098
O -0.74 3.73 1.87 -0.651
C -1.05 2.73 1.28 0.264
O -0.49 1.56 1.49 -0.684
C -2.18 2.75 0.23 -0.580
P -1.82 1.49 -1.03 0.940
C -3.16 0.61 -1.77 -0.406
C -4.32 0.34 -1.01 -0.812
C -4.89 -0.90 -0.99 -1.129
C -4.32 -2.06 -1.74 -0.238
C -3.52 -1.66 -2.99 -0.611
C -2.69 -0.37 -2.80 -0.048
C -0.80 2.28 -2.29 0.438
C -1.31 2.63 -3.53 -0.495
C -0.49 3.27 -4.46 -0.751
C 0.82 3.57 -4.13 -0.582
C 1.33 3.24 -2.88 -0.777
C 0.52 2.58 -1.96 -0.154
H -2.27 3.75 -0.20 0.484
H -3.11 2.51 0.74 0.435
H -4.72 1.11 -0.37 0.560
H -5.77 -1.06 -0.39 0.483
H -5.14 -2.71 -2.05 0.718
H -4.14 -1.68 -3.88 0.460
H -2.52 0.11 -3.76 0.496
H -2.35 2.43 -3.78 0.503
H -0.89 3.55 -5.42 0.442
H 1.45 4.09 -4.85 0.439
H 2.35 3.48 -2.62 0.496
H 0.93 2.30 -0.99 0.108
N 1.73 4.02 5.93 -0.353
C 1.84 3.06 5.02 1.249
C 1.69 3.39 3.64 -0.751
C 1.80 2.40 2.71 -0.093
C 2.02 1.08 3.13 -0.388
C 2.21 0.74 4.49 -0.629
C 2.13 1.72 5.43 -0.847
S 2.13 -0.20 1.88 1.369
O 3.21 -1.06 2.28 -0.774
O 2.31 0.50 0.62 -0.835
N 0.75 -0.96 1.78 -0.314
C -0.26 -1.07 2.70 0.357
N -1.46 -1.04 2.09 -0.043
C -2.56 -1.16 2.82 -0.278
C -2.48 -1.32 4.19 -0.778
C -1.21 -1.32 4.74 -0.513
N -0.10 -1.20 4.01 -0.555
H 1.52 4.97 5.67 0.251
H 1.84 3.82 6.92 0.245
H 1.45 4.40 3.35 0.300
H 1.66 2.60 1.66 0.440
H 2.43 -0.28 4.76 0.497
H 2.28 1.50 6.48 0.362
H -3.50 -1.13 2.29 0.527
H -3.36 -1.42 4.81 0.438
H -1.06 -1.42 5.81 0.454
C -2.29 -3.49 -1.81 -0.842
C -3.39 -2.97 -0.93 -0.682
C -1.91 -2.66 -0.62 -0.677
N -1.29 -1.44 -1.01 0.645
C -1.45 -1.26 -2.45 -0.860
C -2.21 -2.51 -2.97 -0.378
H -2.03 -4.53 -1.92 0.422
H -3.85 -3.64 -0.21 0.532
H -1.53 -3.11 0.29 0.822
H -0.50 -0.97 -2.89 0.459
H -1.88 -2.92 -3.92 0.626
N 4.82 -2.55 -1.66 -0.080
C 4.08 -2.53 -0.34 -0.710
C 2.58 -2.58 -0.63 -0.480
N 2.14 -1.51 -1.50 0.507
C 2.86 -1.50 -2.75 -0.775
C 4.38 -1.43 -2.57 -0.824
H 4.65 -3.44 -2.12 0.383
H 5.82 -2.49 -1.49 0.353
H 4.35 -1.61 0.17 0.378
H 4.42 -3.38 0.24 0.335
H 2.05 -2.53 0.32 -0.118
H 2.33 -3.54 -1.09 0.560
H 2.17 -0.61 -1.04 -0.052
H 2.55 -0.65 -3.36 0.430
H 2.61 -2.41 -3.32 0.462
H 4.67 -0.50 -2.07 0.341
H 4.92 -1.53 -3.50 0.439
```

Entry 2:
# C2H2N4

C2H2N4 in the gas phase at a distorted geometry (wB97M-V/def2-TZVPD, the OMol25 dataset).

Values from the calculation:
- Kohn-Sham gap: 8.989 eV
- Energy relative to the best compared isomer or geometry (same formula, charge and spin): 97.79 kcal/mol

The geometry in XYZ format:
```
8
Properties=species:S:1:pos:R:3:nbo_charge:R:1
C -1.04 -0.39 -0.19 0.111
N -1.18 1.03 -0.12 -0.347
N -0.05 1.52 -0.31 0.225
N 1.06 1.76 -0.41 0.001
C 1.32 -0.92 0.21 0.001
N 0.08 -0.93 0.10 -0.370
H -1.91 -0.95 -0.51 0.211
H 1.73 -1.12 1.22 0.168
```

Entry 3:
# C4H7NO

C4H7NO in the gas phase (wB97M-V/def2-TZVPD, the OMol25 dataset).

Values from the calculation:
- Kohn-Sham gap: 10.658 eV
- Structure (SMILES): C[C@H]1COC=N1
- Energy relative to the best compared isomer or geometry (same formula, charge and spin): 24.51 kcal/mol

The geometry in XYZ format:
```
13
Properties=species:S:1:pos:R:3:nbo_charge:R:1
C 1.04 0.38 -1.07 -0.611
C -0.37 0.03 -0.60 -0.113
C -0.39 -1.14 0.39 -0.097
O -0.40 -0.49 1.68 -0.495
C -0.70 0.80 1.41 0.375
N -0.82 1.18 0.21 -0.470
H 1.03 1.36 -1.54 0.226
H 1.46 -0.35 -1.76 0.208
H 1.70 0.45 -0.19 0.206
H -1.04 -0.13 -1.45 0.205
H 0.50 -1.78 0.35 0.193
H -1.28 -1.78 0.30 0.185
H -0.75 1.46 2.26 0.188
```

Entry 4:
# C10H7IO5Yb

A molecular structure, C10H7IO5Yb at a distorted geometry (wB97M-V/def2-TZVPD, the OMol25 dataset).

Values from the calculation:
- Kohn-Sham gap: 5.931 eV
- Net charge: +2

The geometry in XYZ format:
```
24
Properties=species:S:1:pos:R:3:nbo_charge:R:1
C -0.54 2.48 -1.66 -0.738
C -1.92 2.77 -1.17 0.793
O -2.61 3.63 -1.59 -0.452
O -2.37 2.00 -0.09 -0.518
C -1.91 0.74 0.04 0.831
O -2.07 -0.11 -0.78 -0.531
C -1.19 0.48 1.35 -0.581
C -0.12 -0.50 1.03 0.157
C 1.20 -0.27 1.14 -0.350
C 2.07 -1.34 0.72 0.601
O 3.19 -1.58 1.26 -0.889
C 1.65 -2.18 -0.40 -0.294
I 3.14 -2.93 -1.65 0.279
C 0.35 -2.46 -0.52 -0.149
C -0.55 -1.86 0.52 0.483
O -1.45 -2.46 1.03 -0.383
H -0.14 3.38 -2.11 0.274
H -0.55 1.66 -2.38 0.260
H 0.12 2.19 -0.84 0.197
H -0.76 1.40 1.72 0.259
H -1.88 0.07 2.09 0.308
H 1.63 0.66 1.49 0.268
H -0.07 -3.08 -1.29 0.283
Yb 4.74 -2.68 2.08 1.892
```

Entry 5:
# C31H40BN7O2S4SnTe

A molecular structure, C31H40BN7O2S4SnTe at a distorted geometry (wB97M-V/def2-TZVPD, the OMol25 dataset).

Values from the calculation:
- Kohn-Sham gap: 4.292 eV
- Net charge: -2
- Energy relative to the best compared isomer or geometry (same formula, charge and spin): 51.92 kcal/mol

The geometry in XYZ format:
```
87
Properties=species:S:1:pos:R:3:mulliken_charge:R:1
Sn 2.10 -0.32 -0.40 0.917
C 2.53 3.43 -1.22 -1.429
C 1.42 4.29 -1.81 1.489
C 1.60 5.73 -1.33 -2.265
C 1.46 4.28 -3.34 -1.708
N 0.11 3.80 -1.38 0.543
C -0.86 4.53 -0.74 -0.070
C -1.91 3.72 -0.53 -1.434
N -1.62 2.48 -1.02 0.069
B -2.57 1.31 -0.76 0.957
N -2.49 0.83 0.68 -0.054
C -3.47 0.00 1.18 -1.415
C -3.21 -0.25 2.48 0.034
N -2.05 0.42 2.82 0.462
C -1.63 1.09 1.70 0.143
S -0.41 2.23 1.70 -0.264
C -1.31 0.29 4.07 1.590
C -2.01 -0.72 4.97 -2.313
C 0.12 -0.19 3.79 -1.635
C -1.29 1.65 4.78 -1.676
N -2.35 0.25 -1.90 0.184
C -2.64 0.74 -3.14 -1.570
C -2.36 -0.19 -4.07 -0.020
N -1.87 -1.29 -3.42 0.515
C -1.85 -0.99 -2.09 0.269
S -1.42 -2.23 -0.97 -0.377
C -1.43 -2.53 -4.07 1.324
C -1.54 -2.36 -5.59 -2.264
C -2.34 -3.69 -3.64 -1.681
C 0.03 -2.82 -3.74 -1.272
C -0.37 2.53 -1.54 -0.217
S 0.35 1.32 -2.44 -0.137
H 3.50 3.88 -1.39 0.606
H 2.55 2.44 -1.67 0.027
H 2.39 3.30 -0.15 0.333
H 2.58 6.09 -1.64 0.454
H 1.55 5.78 -0.24 0.471
H 0.85 6.39 -1.76 0.469
H 2.43 4.62 -3.69 0.464
H 0.69 4.93 -3.75 0.383
H 1.30 3.26 -3.70 0.311
H -0.75 5.56 -0.47 0.456
H -2.84 3.90 -0.04 0.533
H -3.70 1.71 -0.94 -0.249
H -4.27 -0.34 0.56 0.540
H -3.76 -0.87 3.15 0.451
H -2.07 -1.69 4.49 0.431
H -3.02 -0.38 5.23 0.489
H -1.45 -0.82 5.90 0.448
H 0.08 -1.10 3.18 0.083
H 0.64 -0.41 4.71 0.646
H 0.68 0.56 3.24 0.323
H -2.30 1.98 5.00 0.410
H -0.80 2.40 4.15 0.280
H -0.74 1.57 5.72 0.454
H -3.02 1.74 -3.27 0.527
H -2.46 -0.11 -5.13 0.509
H -2.57 -2.20 -5.91 0.473
H -1.17 -3.26 -6.07 0.483
H -0.91 -1.54 -5.92 0.477
H -3.39 -3.42 -3.70 0.349
H -2.13 -3.99 -2.61 0.369
H -2.16 -4.55 -4.28 0.464
H 0.65 -1.95 -3.93 0.231
H 0.39 -3.64 -4.36 0.474
H 0.17 -3.09 -2.71 0.225
O 5.47 0.74 2.09 -0.772
C 4.46 0.31 1.52 0.229
O 3.95 0.80 0.48 -0.702
C 3.80 -0.91 2.09 0.270
C 4.00 -1.24 3.43 -0.307
C 3.41 -2.37 3.95 -0.913
C 2.68 -3.20 3.08 1.616
C 2.14 -4.44 3.48 -0.806
C 1.42 -5.20 2.59 -0.548
C 1.24 -4.77 1.28 -0.562
C 1.77 -3.58 0.86 -0.100
C 2.49 -2.77 1.74 -0.551
N 3.02 -1.61 1.29 -0.153
H 4.61 -0.57 4.02 0.454
H 3.51 -2.64 4.99 0.372
H 2.32 -4.79 4.49 0.336
H 0.99 -6.15 2.91 0.352
H 0.68 -5.38 0.57 0.395
H 1.68 -3.26 -0.17 0.382
Te 3.33 -1.43 -2.45 -1.011
S -0.66 -1.64 0.73 -0.068
```